Entry 1:
DFT (ωB97M-V/def2-TZVPD) results for C8H10N2S2 as an isolated structure.

ORCA input file:
```
! RIJCOSX wB97M-V def2-TZVPD def2/J DEFGRID3
* xyz 0 1
C -3.2685 0.4205 0.3329
C -2.7595 -0.8039 0.2638
C -2.4169 1.5442 0.0496
C -1.4424 -1.0351 -0.1499
C -1.0312 1.3846 -0.1404
C -0.5844 0.0549 -0.3245
C 2.8895 -0.5540 1.1220
C 0.8926 -0.0734 -0.6660
N 2.8857 -1.0939 -0.1650
N 1.5652 -1.2514 -0.5965
S 1.9485 1.0206 1.1083
S 1.6279 0.7875 -2.0697
H -4.2726 0.5406 0.6411
H -3.2794 -1.5576 0.7298
H -3.0078 2.4503 -0.2126
H -1.2275 -2.0204 -0.4383
H -0.2297 2.0892 -0.0409
H 2.2814 -1.1091 1.7941
H 3.9156 -0.2932 1.5345
H 3.5345 -0.5430 -0.7755
H 1.0409 -2.0062 -0.1244
H 0.9382 2.0488 -1.8726
*
```

Calculated values
**Molar mass**: 198.316 g/mol
**Calculated total energy**: -1216.60107 Ha

Entry 2:
DFT (ωB97M-V/def2-TZVPD) results for a single C4H5N molecule.

ORCA input file:
```
! RIJCOSX wB97M-V def2-TZVPD def2/J DEFGRID3
* xyz 0 1
C -1.8421 -0.0119 0.1069
C -0.4732 -0.1401 0.3350
C 0.7286 0.7023 -0.1847
C 0.9204 -0.6660 -0.2615
H -0.4626 0.1366 1.3718
H 1.1891 1.1840 0.5394
H 0.6203 1.1869 -1.2598
H 0.8234 -1.2886 -1.0879
H 1.4235 -1.0509 0.7361
N -2.9274 -0.0523 -0.2951
*
```

Calculated values
**Molar mass**: 67.091 g/mol
**SMILES**: N#CC1CC1
**Calculated total energy**: -210.05757 Ha

Entry 3:
DFT (ωB97M-V/def2-TZVPD) results for a 7-piece molecular cluster, C50H76ClF4N2O19 overall.

ORCA input file:
```
! RIJCOSX wB97M-V def2-TZVPD def2/J DEFGRID3
* xyz 1 1
C -2.9942 -4.1102 -2.3125
C -3.5310 -3.3543 -3.6668
C -2.8405 -1.8435 -3.6656
C -3.5829 -1.0043 -2.4240
C -3.4178 0.5918 -2.7603
C -3.7589 1.6037 -1.5142
C -4.2546 0.8642 -0.1362
C -4.2821 1.8842 1.1890
C -2.8604 1.9111 2.0056
C -2.8632 1.1082 3.4351
C -1.6766 1.7685 4.3701
C -0.1565 1.2403 3.9962
C 0.8452 2.4339 3.4454
C 2.4306 2.0195 3.3965
C 2.9927 1.7258 1.8489
C 1.9031 0.7096 1.1656
C 1.9634 -0.8963 1.5998
C 3.1077 -1.4374 2.6339
C 4.2702 -2.1957 1.7009
C 5.6729 -1.3464 1.5996
Cl 4.7494 -3.8747 2.4262
C 0.8598 -1.9268 0.9752
C 0.6970 -3.5208 1.2391
F 1.5412 -4.1276 2.2782
F 0.8976 -4.3206 -0.0261
C -0.8825 -3.7554 1.7387
F -1.3494 -2.6710 2.6479
F -1.8078 -4.0670 0.6261
C -0.2201 -1.2506 -0.1107
C -0.1742 0.3509 -0.4937
N 0.8760 1.2690 0.1590
O 0.9888 2.5799 -0.1163
C -0.3293 3.2391 -0.2289
N -1.3666 4.0106 0.0250
H -2.6741 -5.2016 -2.5881
H -3.8182 -4.1572 -1.4503
H -2.0256 -3.5659 -1.8748
H -3.2860 -3.9421 -4.6517
H -4.6957 -3.1712 -3.5041
H -1.6716 -1.9563 -3.4809
H -2.9756 -1.2962 -4.6934
H -2.9939 -1.3508 -1.4451
H -4.7296 -1.2542 -2.3485
H -2.2708 0.7606 -3.0430
H -4.0230 0.9005 -3.7356
H -4.5695 2.3755 -1.9289
H -2.7948 2.2356 -1.3089
H -5.3941 0.5675 -0.3092
H -3.5884 -0.0484 0.1987
H -5.2174 1.6960 1.8808
H -4.4363 2.9695 0.7197
H -2.0002 1.4820 1.2980
H -2.5363 3.0399 2.2136
H -3.9003 1.3241 3.9487
H -2.6915 -0.0433 3.3172
H -1.6544 2.9409 4.2822
H -1.9678 1.5049 5.4973
H 0.3167 0.8827 5.0321
H -0.1701 0.2807 3.3116
H 0.4073 2.8109 2.4279
H 0.7547 3.3139 4.2470
H 2.5479 1.0515 4.0827
H 3.0567 2.8625 3.9218
H 4.0532 1.2046 2.0180
H 3.2104 2.7051 1.2473
H 2.6802 -2.1714 3.4729
H 3.6895 -0.6000 3.2216
H 3.8903 -2.3352 0.5779
H 6.2562 -1.5108 2.6265
H 6.3856 -1.8205 0.7692
H 5.5488 -0.2176 1.3156
H -0.8336 -4.7396 2.4123
H -1.0363 -1.9480 -0.6324
H -0.9467 0.7326 -1.2873
C 10.6443 -3.8023 -2.0889
C 10.1683 -3.8889 -0.6529
C 8.8226 -3.2667 -0.4312
O 8.8883 -2.8590 0.9232
C 10.2095 -2.6465 1.2013
O 10.6230 -2.1000 2.2094
O 11.0059 -3.1241 0.1986
H 11.6178 -4.2929 -2.1942
H 9.9371 -4.2804 -2.7730
H 10.7868 -2.7602 -2.3958
H 10.1908 -4.9297 -0.3077
H 8.0069 -3.9798 -0.5794
H 8.6402 -2.3828 -1.0527
C 1.0465 -1.0614 -3.0999
C 2.5095 -0.8083 -3.4024
C 3.1319 -1.8630 -4.2669
O 4.4911 -1.8263 -3.8717
C 4.5090 -1.3697 -2.5836
O 5.4866 -1.3960 -1.8559
O 3.2854 -0.8831 -2.2175
H 0.6414 -0.2487 -2.4875
H 0.4561 -1.1338 -4.0180
H 0.9164 -1.9819 -2.5200
H 2.6406 0.1920 -3.8329
H 3.0345 -1.6362 -5.3322
H 2.7418 -2.8699 -4.0800
C 8.0934 3.9338 4.7742
C 7.5034 2.5724 5.0815
C 7.2192 1.7545 3.8578
O 6.1416 0.9360 4.2746
C 5.4910 1.6227 5.2611
O 4.4030 1.3128 5.7151
O 6.2193 2.7049 5.6690
H 8.3017 4.4737 5.7041
H 9.0242 3.8460 4.2060
H 7.3879 4.5515 4.2076
H 8.1460 2.0304 5.7859
H 8.0752 1.1422 3.5607
H 6.8920 2.3503 2.9982
C -4.5148 6.4787 -1.1047
C -5.9138 6.2189 -1.6258
C -6.9920 6.5868 -0.6516
O -8.0405 5.7012 -0.9997
C -7.4511 4.6017 -1.5580
O -8.0288 3.5546 -1.7946
O -6.1278 4.8294 -1.8126
H -3.7731 6.2146 -1.8661
H -4.3785 7.5302 -0.8351
H -4.2971 5.8562 -0.2298
H -6.0580 6.7187 -2.5915
H -7.3134 7.6262 -0.7623
H -6.7178 6.4083 0.3943
C -2.9637 -1.6061 -10.3561
C -2.8241 -2.2534 -8.9932
C -3.9411 -1.9133 -8.0532
O -3.3197 -2.0098 -6.7845
C -1.9912 -1.7569 -6.9824
O -1.1858 -1.5606 -6.0887
O -1.6854 -1.7493 -8.3144
H -2.1349 -1.9094 -11.0048
H -3.9046 -1.8888 -10.8374
H -2.9163 -0.5140 -10.2816
H -2.7051 -3.3386 -9.0988
H -4.7746 -2.6173 -8.1281
H -4.3238 -0.8939 -8.1771
C -8.4219 -1.6872 5.1176
C -7.2072 -0.8654 4.7365
C -6.4575 -0.3249 5.9168
O -5.8727 0.8561 5.3989
C -6.6798 1.2740 4.3781
O -6.5955 2.3610 3.8329
O -7.5963 0.3141 4.0517
H -8.9133 -2.0742 4.2185
H -8.1474 -2.5322 5.7561
H -9.1658 -1.0746 5.6389
H -6.5507 -1.4429 4.0745
H -5.6852 -1.0147 6.2683
H -7.1030 -0.0534 6.7597
*
```

Calculated values
**Molar mass**: 1120.598 g/mol
**Calculated total energy**: -4348.60930 Ha

Number 1: E_HOMO -7.96 eV. Number 2: E_HOMO -9.98 eV. Number 3: E_HOMO -11.92 eV.